H3NO | the ωB97M-V functional and the def2-TZVPD basis

Structure (XYZ):
```
5
Properties=species:S:1:pos:R:3
H 0.876 0.812 -0.127
H 0.781 -0.850 0.429
H -1.316 0.395 0.356
N 0.574 -0.155 -0.341
O -0.915 -0.202 -0.316
```

SMILES: NO
Kohn-Sham gap: 10.939 eV
Spin multiplicity: 1
HOMO: -9.9754 eV
Lowest unoccupied orbital energy: 0.96 eV
Relative energy (zero: lowest compared OMol25 entry of this formula, charge and spin): 4.7 kcal per mole
Calculated total energy: -131.71294 a.u.

***

H3NO2S | the ωB97M-V functional and the def2-TZVPD basis

Structure (XYZ):
```
7
Properties=species:S:1:pos:R:3
H -0.579 -0.678 -0.397
N 0.043 -0.168 0.208
H 0.469 0.763 -0.108
O 2.915 -2.400 0.021
H -0.559 0.197 0.827
S 1.767 -2.057 -0.800
O 2.150 -1.355 -1.995
```

Kohn-Sham gap: 10.322 eV
Spin multiplicity: 1
HOMO: -10.8295 eV
Lowest unoccupied orbital energy: -0.51 eV
Relative energy (zero: lowest compared OMol25 entry of this formula, charge and spin): 12.1 kcal per mole
Calculated total energy: -605.19363 a.u.

***

H3NO2S | the ωB97M-V functional and the def2-TZVPD basis

Structure (XYZ):
```
7
Properties=species:S:1:pos:R:3
H 0.937 -0.919 0.101
H 1.967 0.171 -0.375
H 0.606 0.590 0.615
N 0.979 0.094 -0.196
O -1.497 -1.214 0.056
O -1.486 1.206 0.348
S -1.506 0.071 -0.549
```

Kohn-Sham gap: 10.477 eV
Spin multiplicity: 1
HOMO: -10.8515 eV
Lowest unoccupied orbital energy: -0.37 eV
Relative energy (zero: lowest compared OMol25 entry of this formula, charge and spin): 3.3 kcal per mole
Calculated total energy: -605.20754 a.u.

***

H3NO3S2 | the ωB97M-V functional and the def2-TZVPD basis

Structure (XYZ):
```
9
Properties=species:S:1:pos:R:3
S -0.256 -0.863 -0.061
O 2.802 -0.517 -0.399
H -1.665 0.638 -1.027
O 1.698 1.259 0.741
N -1.599 -0.415 -1.023
H 0.059 0.507 1.651
H -2.383 -0.945 -0.784
S 1.855 0.550 -0.484
O -0.511 -0.215 1.388
```

Kohn-Sham gap: 9.509 eV
Spin multiplicity: 1
HOMO: -9.5234 eV
Lowest unoccupied orbital energy: -0.01 eV
Relative energy (zero: lowest compared OMol25 entry of this formula, charge and spin): 0.0 kcal per mole
Calculated total energy: -1078.61033 a.u.

***

H3NO6P2 | the ωB97M-V functional and the def2-TZVPD basis

Structure (XYZ):
```
12
Properties=species:S:1:pos:R:3
O 1.451 -0.684 0.800
P 0.905 0.657 0.410
H -1.046 0.048 1.405
O -1.689 -0.432 0.926
H 1.748 2.197 -0.865
O 2.192 1.544 -0.339
H 0.437 -2.146 -0.468
O -2.470 -0.687 -1.492
P -1.310 -0.550 -0.601
O 0.466 1.542 1.560
N -0.183 0.599 -0.780
O -0.502 -2.088 -0.557
```

Kohn-Sham gap: 7.104 eV
Spin multiplicity: 1
HOMO: -0.2799 eV
Lowest unoccupied orbital energy: 6.82 eV
Relative energy (zero: lowest compared OMol25 entry of this formula, charge and spin): 0.0 kcal per mole
Calculated total energy: -1190.95173 a.u.
Net charge: -2

***

H3NOS | the ωB97M-V functional and the def2-TZVPD basis

Structure (XYZ):
```
6
Properties=species:S:1:pos:R:3
H 0.668 1.103 0.828
H -0.863 0.347 0.882
N 0.121 0.242 0.856
S 0.592 -1.240 0.178
O -0.368 -1.705 -0.898
H -0.062 -1.875 -2.441
```

Kohn-Sham gap (spin up / spin down): 8.330 / 7.467 eV
Spin multiplicity: 1
HOMO (spin up / spin down): -8.3787 / -8.2341 eV
Lowest unoccupied orbital energy (spin up / spin down): -0.05 / -0.77 eV
Relative energy (zero: lowest compared OMol25 entry of this formula, charge and spin): 66.9 kcal per mole
Calculated total energy: -529.83626 a.u.